--- P ---
Below is a molecular structure, ArH26O13, with properties calculated with the ωB97M-V functional and the def2-TZVPD basis.

Gap between HOMO and LUMO ... 9.6204 eV
2S+1 ... 1
Charge ... 0

Atoms and positions in Å:
Ar -9.309 11.153 -9.187
O -7.306 13.910 -7.179
H -6.850 13.144 -6.830
H -6.829 14.129 -7.980
O -7.691 11.083 -12.313
H -7.637 10.499 -13.069
H -7.244 10.609 -11.611
O -9.422 15.208 -8.586
H -10.022 14.832 -9.229
H -8.932 14.459 -8.247
O -11.136 13.663 -10.429
H -11.735 12.987 -10.111
H -10.905 13.381 -11.314
O -12.657 11.208 -10.240
H -12.689 10.948 -9.319
H -13.573 11.335 -10.486
O -7.927 7.833 -8.368
H -8.046 8.473 -7.666
H -7.568 7.061 -7.931
O -10.541 10.461 -12.322
H -9.754 10.552 -11.784
H -11.222 10.192 -11.706
O -12.291 8.384 -10.760
H -11.524 7.887 -10.478
H -12.324 9.133 -10.166
O -10.114 6.926 -9.669
H -9.333 7.256 -9.225
H -10.440 6.231 -9.097
O -11.317 12.829 -6.241
H -11.375 13.745 -6.513
H -10.666 12.828 -5.540
O -7.206 13.863 -11.693
H -6.355 14.146 -12.028
H -7.157 12.907 -11.691
O -12.215 10.672 -7.354
H -11.740 11.380 -6.919
H -13.085 10.686 -6.956
O -6.597 9.470 -10.300
H -6.661 8.781 -10.962
H -7.091 9.131 -9.553

Löwdin population analysis, charges in e, atoms 1 to 6: atom 1 (Ar): 0.25, atom 2 (O): -0.05, atom 3 (H): 0.04, atom 4 (H): 0.05, atom 5 (O): -0.05, atom 6 (H): 0.06

***

--- Q ---
Below is a molecular structure, ArH26O13, with properties calculated with the ωB97M-V functional and the def2-TZVPD basis.

Gap between HOMO and LUMO ... 10.1327 eV
2S+1 ... 1
Charge ... 0

Atoms and positions in Å:
Ar -0.063 0.060 0.328
O 0.674 -0.271 -3.792
H 0.728 -1.071 -3.268
H 0.031 0.271 -3.335
O 1.767 2.119 3.135
H 2.245 2.186 2.309
H 2.125 1.337 3.557
O 0.457 -2.643 -2.162
H 1.089 -2.772 -1.455
H 0.576 -3.402 -2.732
O -3.706 1.585 0.155
H -3.455 2.309 -0.419
H -3.223 0.831 -0.184
O -1.648 -2.899 -0.490
H -0.942 -2.746 -1.119
H -1.205 -3.220 0.295
O -1.886 0.885 -2.792
H -2.202 1.718 -2.443
H -2.405 0.222 -2.337
O 3.222 2.242 0.783
H 3.287 1.330 0.500
H 2.916 2.713 0.008
O -2.889 1.895 2.864
H -3.137 1.894 1.939
H -2.011 2.276 2.877
O 0.027 4.330 0.386
H -0.467 5.148 0.440
H -0.205 3.857 1.185
O -3.406 -1.011 -1.392
H -2.899 -1.754 -1.065
H -4.319 -1.258 -1.241
O 3.473 -0.232 -0.094
H 4.235 -0.589 0.364
H 3.613 -0.466 -1.011
O 2.051 -2.553 0.087
H 1.801 -2.633 1.007
H 2.401 -1.665 0.010
O 1.316 -2.458 2.776
H 1.663 -3.113 3.381
H 0.373 -2.451 2.945

Löwdin population analysis, charges in e, atoms 1 to 6: atom 1 (Ar): 0.18, atom 2 (O): -0.07, atom 3 (H): -0.03, atom 4 (H): -0.02, atom 5 (O): -0.07, atom 6 (H): -0.04

***

Going by the energies, Q is most stable and the next is 0.0132 hartree up.

***

--- P ---
Below is a single CH6N2O2 molecule, with properties calculated with the ωB97M-V functional and the def2-TZVPD basis.

Gap between HOMO and LUMO ... 10.6325 eV
SMILES ... CONON
2S+1 ... 1
Charge ... 0

Atoms and positions in Å:
C -0.602 -0.287 1.634
O 0.215 0.725 1.063
N -0.096 0.830 -0.397
O 1.145 0.498 -1.019
N 0.687 -0.269 -2.196
H -0.740 -0.060 2.695
H -0.107 -1.259 1.543
H -1.591 -0.327 1.164
H -0.103 1.847 -0.511
H 1.362 -1.030 -2.156
H -0.170 -0.668 -1.819

Löwdin population analysis, charges in e, atoms 1 to 6: atom 1 (C): -0.12, atom 2 (O): -0.18, atom 3 (N): -0.02, atom 4 (O): -0.20, atom 5 (N): 0.04, atom 6 (H): 0.08

***

--- Q ---
Below is 2 unconnected molecules or ions with the total composition CH6N2O2, with properties calculated with the ωB97M-V functional and the def2-TZVPD basis.

Gap between HOMO and LUMO ... 11.1278 eV
SMILES ... NC(=O)O.N
2S+1 ... 1
Charge ... 0

Atoms and positions in Å:
N 0.465 0.706 0.758
C -0.647 0.008 0.373
O -0.791 -0.608 -0.643
O -1.663 0.048 1.298
H 1.256 0.555 0.129
H 0.686 0.640 1.735
H -1.508 0.857 1.815
N 2.029 -0.140 -1.600
H 1.139 -0.621 -1.669
H 1.946 0.538 -2.346
H 2.800 -0.752 -1.864

Löwdin population analysis, charges in e, atoms 1 to 6: atom 1 (N): 0.15, atom 2 (C): -0.65, atom 3 (O): 0.08, atom 4 (O): 0.08, atom 5 (H): 0.05, atom 6 (H): 0.10

***

Going by the energies, Q is most stable and the next is 0.2296 hartree up.